Below is 2 unconnected molecules or ions with the total composition C5H14NOS in a non-equilibrium geometry, with properties calculated with ωB97M-V with the def2-TZVPD basis set.

```
! RIJCOSX wB97M-V def2-TZVPD def2/J DEFGRID3
* xyz -1 1
C 0.8704 -0.9533 -0.6519
C 0.5349 -0.7306 -2.1411
S 1.0414 -2.1858 -3.2056
C 1.1785 0.3420 0.0681
N 0.0109 1.1677 0.5815
C -0.9158 0.2851 1.2542
C 0.4318 2.1540 1.5702
H 1.7164 -1.6596 -0.7323
H 0.1105 -1.5093 -0.1369
H -0.4906 -0.3767 -2.3544
H 1.1477 0.0264 -2.6078
H 1.7187 1.0905 -0.5448
H 1.9678 0.2448 0.8254
H -1.6041 -0.2237 0.5452
H -1.6682 0.7715 1.8963
H -0.3965 -0.4337 1.9243
H 0.9515 3.0008 1.0915
H -0.5019 2.6353 1.8993
H 1.0000 1.8609 2.4566
H -1.9701 -1.5347 -0.0093
H -2.5011 -1.8576 -1.3237
O -2.6322 -2.1139 -0.4048
*
```

As for the calculated total energy: -727.0626 Eh. The HOMO-LUMO gap is 5.61 eV. Its relative energy (zero: lowest compared OMol25 entry of this formula, charge and spin) is 1.875 eV. For the HOMO energy, the calculation gives -0.086 Ha.

Below is 2 unconnected molecules or ions with the total composition C5H14NP in a non-equilibrium geometry, with properties calculated with ωB97M-V with the def2-TZVPD basis set.

```
! RIJCOSX wB97M-V def2-TZVPD def2/J DEFGRID3
* xyz 0 1
C -1.1042 -2.1643 2.0482
P -0.7718 -0.4864 1.2145
C -2.4559 0.1976 1.3407
N -0.0556 0.1975 2.6312
H -0.3304 -2.8656 1.9444
H -1.1967 -2.1452 3.0970
H -1.9740 -2.6876 1.6318
H -2.6270 1.1865 0.8571
H -3.2437 -0.5104 0.8296
H -2.6721 0.1138 2.4747
H 0.9600 0.1325 2.5583
H -0.1902 1.2548 2.6322
C 1.1285 1.9225 -1.9693
C 2.1650 1.1556 -2.2635
C 2.0333 -0.0293 -3.2517
H 1.1245 2.7372 -1.2374
H 0.2247 1.6677 -2.5651
H 3.0382 1.3129 -1.6253
H 1.8845 0.2485 -4.2405
H 2.8903 -0.5742 -3.1439
H 1.1726 -0.6641 -2.9627
*
```

As for the SMILES: CP(C)N.C=CC. As for the calculated total energy: -594.9483 Eh. The HOMO-LUMO gap is 9.08 eV. Its relative energy (zero: lowest compared OMol25 entry of this formula, charge and spin) is 1.054 eV. For the HOMO energy, the calculation gives -0.296 Ha.

Below is 2 unconnected molecules or ions with the total composition C5H14NS in a non-equilibrium geometry, with properties calculated with ωB97M-V with the def2-TZVPD basis set.

```
! RIJCOSX wB97M-V def2-TZVPD def2/J DEFGRID3
* xyz 1 1
C -0.4965 1.5081 1.8023
C 0.6666 -0.1269 -2.4538
C -0.3324 -0.0143 1.6954
C 1.1315 0.4914 -1.2088
C -0.6079 -0.5846 0.3060
N 0.1783 -1.8466 0.0895
S -2.2935 -0.3989 -0.3142
H 0.0180 1.6967 2.8091
H -1.4121 1.8798 1.8863
H 0.0235 1.9931 0.9245
H 1.2103 -1.0061 -2.6915
H -0.3862 -0.3023 -2.4440
H 0.9647 0.6077 -3.2460
H -1.0286 -0.3536 2.4478
H 0.6265 -0.1774 2.0698
H 1.9984 0.2450 -0.7098
H 1.0367 1.6507 -1.0700
H 0.9254 -1.7464 0.6487
H 0.4631 -1.7512 -0.9795
H -0.3106 -2.7806 0.3933
H -2.3751 1.0164 0.0447
*
```

As for the calculated total energy: -651.4226 Eh. The HOMO-LUMO gap (spin up / spin down) is 8.09 / 8.42 eV. Its relative energy (zero: lowest compared OMol25 entry of this formula, charge and spin) is 5.168 eV. For the HOMO energy (spin up / spin down), the calculation gives -0.454 / -0.451 Ha.

Below is 2 unconnected molecules or ions with the total composition C5H14NS2 in a non-equilibrium geometry, with properties calculated with ωB97M-V with the def2-TZVPD basis set.

```
! RIJCOSX wB97M-V def2-TZVPD def2/J DEFGRID3
* xyz 2 2
C -1.7981 2.3709 -1.5000
C -0.5139 1.6527 -1.0625
C 0.3605 2.2755 -0.2585
N 1.6233 1.6178 0.0600
H -1.9926 3.3459 -1.0269
H -1.6652 2.5275 -2.6052
H -2.6568 1.6782 -1.3079
H -0.3378 0.6457 -1.4640
H 0.1681 3.2401 0.1949
H 1.5246 0.6520 0.1846
H 2.3472 1.7268 -0.6716
H 1.9562 2.0949 0.8823
C -1.7566 -2.5499 0.1095
S -0.8213 -1.3925 1.1231
S 1.1426 -1.4131 0.3529
C 1.9673 -2.4749 1.6404
H -1.4864 -2.4012 -0.9712
H -1.7311 -3.5951 0.3895
H -2.7815 -2.1347 0.2974
H 1.5261 -3.4541 1.7236
H 3.0324 -2.4842 1.3060
H 1.8930 -1.9284 2.6035
*
```

The expectation value of S² is 0.75. As for the calculated total energy: -1049.3080 Eh. The HOMO-LUMO gap (spin up / spin down) is 9.35 / 5.53 eV. Its relative energy (zero: lowest compared OMol25 entry of this formula, charge and spin) is 0.893 eV. For the HOMO energy (spin up / spin down), the calculation gives -0.649 / -0.648 Ha.

Below is a gas-phase ion, C5H14NSi (charge +1) in a non-equilibrium geometry, with properties calculated with ωB97M-V with the def2-TZVPD basis set.

```
! RIJCOSX wB97M-V def2-TZVPD def2/J DEFGRID3
* xyz 1 1
C 0.7182 2.2284 -0.9598
Si -0.0184 0.7485 -0.0582
C 0.3691 0.7089 1.8146
C -1.9357 0.5931 -0.1950
C 0.8952 -0.9445 -0.3737
C 0.4068 -2.1507 0.3346
N 0.0531 -2.3198 -1.0569
H 1.6034 2.5058 -0.4465
H 0.9540 2.3196 -2.0776
H -0.0660 3.0007 -0.7695
H 0.4893 -0.3978 2.1890
H 1.3688 1.1837 1.9006
H -0.3097 1.1584 2.5794
H -2.3269 -0.0832 0.5122
H -2.2227 1.6183 0.1347
H -2.2580 0.3174 -1.1608
H 1.7847 -0.9305 -0.9176
H 1.1628 -2.8006 0.5870
H -0.3813 -1.8156 1.1066
H 0.6327 -2.8687 -1.7155
H -0.9193 -2.0715 -1.4278
*
```

As for the SMILES: C[Si](C)(C)[C@H]1C[NH2+]1. As for the calculated total energy: -542.8513 Eh. The HOMO-LUMO gap is 10.65 eV. Its relative energy (zero: lowest compared OMol25 entry of this formula, charge and spin) is 2.630 eV. For the HOMO energy, the calculation gives -0.528 Ha.

Below is 2 unconnected molecules or ions with the total composition C5H14O in a non-equilibrium geometry, with properties calculated with ωB97M-V with the def2-TZVPD basis set.

```
! RIJCOSX wB97M-V def2-TZVPD def2/J DEFGRID3
* xyz 0 1
C 0.4330 0.8343 -1.9387
C 0.6001 -0.5565 -1.3819
C -0.6918 -1.1940 -2.0885
H 1.2268 1.5426 -1.6419
H 0.5229 0.6354 -3.0983
H -0.6436 1.0711 -1.9090
H 0.6989 -0.7299 -0.2884
H 1.4757 -0.9277 -1.7351
H -0.4218 -1.3616 -3.2320
H -1.6219 -0.5266 -1.9884
H -0.9466 -2.2261 -1.6715
C -0.7228 -0.2770 2.1657
C 0.5862 0.5609 2.2370
O 0.4499 1.6052 3.1178
H -0.9037 -0.3066 1.0146
H -1.4840 0.2253 2.7808
H -0.4605 -1.2996 2.3965
H 1.5502 0.0419 2.5788
H 0.8564 1.2763 1.4084
H -0.5036 1.6126 3.2742
*
```

As for the SMILES: CCC.CCO. As for the calculated total energy: -274.0349 Eh. The HOMO-LUMO gap is 10.55 eV. Its relative energy (zero: lowest compared OMol25 entry of this formula, charge and spin) is 2.916 eV. For the HOMO energy, the calculation gives -0.353 Ha.

Below is 2 unconnected molecules or ions with the total composition C5H14O in a non-equilibrium geometry, with properties calculated with ωB97M-V with the def2-TZVPD basis set.

```
! RIJCOSX wB97M-V def2-TZVPD def2/J DEFGRID3
* xyz 0 1
C -2.0987 1.2099 -1.1475
C -0.8037 0.7456 -0.5077
C 0.2486 0.6954 -1.6085
O -0.3587 1.8070 0.2952
H -2.8165 0.3944 -1.3853
H -1.9180 1.6407 -2.0989
H -2.8066 1.9402 -0.7050
H -0.7011 -0.1225 0.1927
H 0.5748 1.7850 -1.9414
H 1.0692 0.0969 -1.1620
H -0.0255 0.2675 -2.5446
H 0.5233 1.6269 0.5023
C 1.1967 -2.0236 0.9955
C 1.0411 -0.9119 2.0195
H 0.4906 -1.9781 0.1259
H 2.2499 -2.0237 0.5681
H 0.9122 -2.9970 1.4303
H 1.5457 -1.3799 2.8930
H 1.6225 -0.0126 1.7691
H 0.0541 -0.7602 2.3093
*
```

As for the SMILES: CC(C)O.CC. As for the calculated total energy: -274.0812 Eh. The HOMO-LUMO gap is 11.01 eV. Its relative energy (zero: lowest compared OMol25 entry of this formula, charge and spin) is 1.657 eV. For the HOMO energy, the calculation gives -0.368 Ha.

Below is 3 unconnected molecules or ions with the total composition C5H14O2 in a non-equilibrium geometry, with properties calculated with ωB97M-V with the def2-TZVPD basis set.

```
! RIJCOSX wB97M-V def2-TZVPD def2/J DEFGRID3
* xyz 0 1
C 0.8644 -2.3897 1.1232
C 0.6725 -1.1492 0.3280
C 1.0489 0.0763 0.6926
C 0.6537 1.2919 -0.1298
C 1.8792 0.3963 1.9077
H 0.8259 -2.1956 2.1934
H 0.0581 -3.1111 0.9687
H 1.7928 -2.9129 0.8802
H 0.1374 -1.1379 -0.6181
H -0.2497 1.7543 0.2476
H 0.5234 0.9400 -1.1453
H 1.4446 2.0222 -0.0188
H 2.1562 -0.5580 2.3735
H 1.3104 0.9258 2.6735
H 2.8609 0.8268 1.7297
O -1.6315 2.2028 -1.5422
H -2.0281 2.2673 -2.4197
H -0.7817 2.6243 -1.7082
O -4.1841 -0.7207 -2.3323
H -3.8634 -1.0169 -3.1974
H -3.4896 -0.1359 -2.0062
*
```

As for the SMILES: CC=C(C)C.O.O. As for the calculated total energy: -349.3451 Eh. The HOMO-LUMO gap is 9.32 eV. Its relative energy (zero: lowest compared OMol25 entry of this formula, charge and spin) is 0.834 eV. For the HOMO energy, the calculation gives -0.324 Ha.

Below is 3 unconnected molecules or ions with the total composition C5H14O2 in a non-equilibrium geometry, with properties calculated with ωB97M-V with the def2-TZVPD basis set.

```
! RIJCOSX wB97M-V def2-TZVPD def2/J DEFGRID3
* xyz 1 2
C -0.6276 1.5368 -0.7996
C 0.6611 1.2775 -0.0082
C 1.0302 -0.1446 0.1345
C 0.1265 -1.1819 0.0488
C 2.3998 -0.3351 0.8067
H -1.5597 1.1348 -0.4134
H -0.5199 1.1761 -1.8281
H -0.7612 2.6055 -0.9678
H 0.6738 1.8195 0.9316
H 1.4704 1.6400 -0.6707
H 0.1077 -1.9520 0.8142
H -0.7728 -1.0793 -0.5503
H 3.1812 -0.3145 0.0435
H 2.3783 -1.3458 1.2035
H 2.5532 0.5047 1.4696
H -4.1237 1.5876 4.2499
H -3.4494 1.1373 2.9648
O -3.3949 1.0383 3.9180
H 0.1355 -2.6803 -4.4411
H 0.2435 -3.6957 -3.4159
O 0.2479 -2.7288 -3.4901
*
```

The expectation value of S² is 0.75. As for the calculated total energy: -349.0159 Eh. The HOMO-LUMO gap (spin up / spin down) is 9.01 / 5.88 eV. Its relative energy (zero: lowest compared OMol25 entry of this formula, charge and spin) is 1.011 eV. For the HOMO energy (spin up / spin down), the calculation gives -0.512 / -0.512 Ha.

Below is 4 unconnected molecules or ions with the total composition C5H14O5 in a non-equilibrium geometry, with properties calculated with ωB97M-V with the def2-TZVPD basis set.

```
! RIJCOSX wB97M-V def2-TZVPD def2/J DEFGRID3
* xyz 0 1
O -2.8472 1.7863 -1.2003
C -1.8257 1.3362 -0.7108
C -1.5556 0.8585 0.6617
C -1.3633 -0.5554 0.4873
C -0.9454 -1.2436 1.8217
C 0.4571 -1.2889 1.9955
O 1.2099 -1.2201 1.0504
H -0.9112 1.3775 -1.3690
H -0.6611 1.2955 1.2875
H -2.4009 0.9447 1.2865
H -2.1148 -1.0243 -0.1423
H -0.6158 -0.7415 -0.4650
H -1.4240 -0.8478 2.7775
H -1.2913 -2.2460 1.8437
H 0.9681 -1.3921 2.9322
O 3.7043 -1.7205 -0.3409
H 3.4440 -1.4594 0.5043
H 2.9092 -2.1088 -0.8323
O 1.5812 2.6965 -0.3346
H 1.6526 1.9780 0.2060
H 2.1913 2.4319 -1.1592
O 0.0091 -0.5641 -2.4712
H -0.3359 -0.6812 -3.3566
H 0.7288 0.0080 -2.6735
*
```

As for the SMILES: O=CCCCC=O.O.O.O. As for the calculated total energy: -575.0081 Eh. The HOMO-LUMO gap is 9.81 eV. Its relative energy (zero: lowest compared OMol25 entry of this formula, charge and spin) is 3.429 eV. For the HOMO energy, the calculation gives -0.351 Ha.